(1)
{
  "formula": "C5H3N3",
  "method": "wB97M-V/def2-TZVPD",
  "de_lowest_ev": 5.8876,
  "charge": 0,
  "e_tot_ha": -356.3557,
  "orbital_gap_ev": 6.9,
  "symbols": ["C", "H", "H", "N", "H", "N", "C", "C", "C", "C", "N"],
  "xyz": [[-0.148, 0.676, -0.634], [-3.311, 0.109, 0.563], [1.629, 2.101, 0.603], [1.016, -1.407, -0.160], [3.046, -0.489, 0.371], [-1.518, 0.918, -0.221], [-2.174, -0.140, 0.141], [-0.255, -0.914, -0.450], [1.874, -0.392, 0.009], [1.247, 0.989, -0.106], [-1.406, -1.451, -0.115]],
  "lowdin_charge": [-0.103, 0.167, 0.201, 0.068, 0.159, -0.007, -0.146, -0.350, -0.141, 0.008, 0.144]
}


(2)
{
  "formula": "CH2N3O2S",
  "method": "wB97M-V/def2-TZVPD",
  "charge": -1,
  "multiplicity": 3,
  "e_tot_ha": -751.9973,
  "s2": 2.0088,
  "orbital_gap_ev": [4.3, 6.5],
  "symbols": ["C", "S", "H", "O", "H", "N", "O", "N", "N"],
  "xyz": [[-1.274, -0.099, -0.156], [-2.436, 0.751, 0.529], [0.514, 0.983, -0.506], [1.432, 0.754, -0.243], [-1.079, -0.714, -2.120], [-0.774, -0.635, -1.150], [2.239, -0.488, 1.506], [1.234, -0.147, 0.894], [0.145, -0.405, 1.246]],
  "lowdin_charge": [-1.083, 0.439, 0.049, -0.011, 0.021, -0.014, -0.056, -0.514, 0.168]
}


(3)
{
  "formula": "C2H3N3OS",
  "method": "wB97M-V/def2-TZVPD",
  "smiles": "NOc1nncs1",
  "de_lowest_ev": 2.8725,
  "charge": 0,
  "e_tot_ha": -715.5907,
  "orbital_gap_ev": 10.0,
  "symbols": ["N", "N", "H", "C", "H", "S", "H", "C", "O", "N"],
  "xyz": [[-0.112, -1.178, 0.366], [-1.386, -1.535, 0.326], [2.887, 1.255, 0.151], [-2.268, -0.618, 0.122], [-3.264, -0.896, 0.077], [-1.580, 0.991, -0.083], [2.472, 0.280, -1.050], [-0.032, 0.105, 0.129], [0.965, 1.041, 0.047], [2.318, 0.554, -0.086]],
  "lowdin_charge": [0.024, -0.092, 0.029, -0.458, 0.045, 1.030, 0.097, -0.603, -0.169, 0.097]
}


(4)
{
  "formula": "C2H6N2S",
  "method": "wB97M-V/def2-TZVPD",
  "de_lowest_ev": 2.1182,
  "charge": 0,
  "e_tot_ha": -587.4262,
  "orbital_gap_ev": 9.6,
  "symbols": ["H", "S", "C", "C", "N", "H", "H", "H", "N", "H", "H"],
  "xyz": [[1.030, 1.252, 0.253], [-2.250, 0.062, 0.128], [0.066, 0.678, 0.320], [0.179, -0.956, -0.004], [-1.094, 1.116, -0.429], [0.571, -1.258, 1.042], [-0.962, 1.222, -1.408], [0.854, -1.077, -0.776], [-1.135, -1.555, -0.184], [-0.139, 0.735, 1.420], [-1.341, -1.615, -1.233]],
  "lowdin_charge": [0.112, 0.816, -0.312, -0.311, -0.439, 0.118, 0.059, 0.061, -0.246, 0.087, 0.055]
}


(5)
{
  "formula": "C6H8IrO6",
  "method": "wB97M-V/def2-TZVPD",
  "de_lowest_ev": 3.1441,
  "charge": 2,
  "multiplicity": 6,
  "e_tot_ha": -788.1325,
  "s2": 8.7867,
  "orbital_gap_ev": [7.9, 5.8],
  "symbols": ["H", "H", "C", "H", "C", "C", "O", "H", "O", "O", "H", "O", "O", "C", "C", "H", "H", "O", "Ir", "C", "H"],
  "xyz": [[0.490, 0.036, -3.301], [2.372, 0.877, -0.365], [-0.566, 0.864, 3.118], [0.894, 1.842, -0.358], [1.318, 0.872, -0.073], [1.136, 0.510, 1.364], [-1.022, -1.423, -0.727], [-0.558, -2.773, -2.267], [-1.260, -0.127, -2.435], [-1.825, 1.061, 3.170], [1.037, 0.039, -1.450], [-2.224, 0.446, -0.495], [0.268, 0.758, 3.983], [-0.112, -1.921, -1.741], [-1.633, -0.366, -1.197], [1.779, 1.118, 2.019], [0.798, -2.260, -1.234], [-0.224, 0.745, 1.758], [-2.110, 0.901, 1.249], [0.065, -0.655, -2.568], [1.377, -0.545, 1.552]],
  "lowdin_charge": [0.172, 0.097, -0.657, 0.092, -0.001, -0.151, 0.112, 0.166, 0.141, -0.032, 0.192, -0.082, 0.275, -0.030, -0.508, 0.168, 0.158, -0.227, 1.924, 0.026, 0.164]
}


(6)
{
  "formula": "C2H3NOS2",
  "method": "wB97M-V/def2-TZVPD",
  "de_lowest_ev": 3.8919,
  "charge": 0,
  "e_tot_ha": -1004.2445,
  "orbital_gap_ev": [7.0, 7.4],
  "symbols": ["H", "H", "C", "H", "N", "C", "S", "S", "O"],
  "xyz": [[-1.641, -0.671, 0.713], [-0.940, 1.818, 0.851], [-0.788, -0.138, 0.243], [-0.327, -1.952, -0.702], [-0.646, 1.199, 0.061], [0.069, -1.013, -0.426], [2.592, 0.149, 0.683], [1.740, -1.088, -0.526], [-0.059, 1.696, -0.896]],
  "lowdin_charge": [0.130, 0.181, -0.162, 0.037, -0.170, -0.521, 0.109, 0.426, -0.030]
}


(7)
{
  "formula": "C6H13NO",
  "method": "wB97M-V/def2-TZVPD",
  "smiles": "CC(C)=NOC(C)C",
  "de_lowest_ev": 2.4130,
  "charge": 0,
  "e_tot_ha": -366.3452,
  "orbital_gap_ev": 10.4,
  "symbols": ["H", "C", "H", "C", "H", "H", "C", "H", "H", "N", "H", "C", "C", "H", "H", "H", "H", "C", "H", "O", "H"],
  "xyz": [[1.401, -0.545, 2.213], [-0.217, 0.835, -1.440], [1.086, 2.394, -0.662], [-1.157, 1.014, -2.585], [-1.627, -0.534, 1.816], [1.379, -2.452, 0.614], [1.141, 1.679, -1.474], [-2.023, 0.361, -2.477], [-0.645, 0.757, -3.501], [-0.486, 0.078, -0.483], [-1.479, 2.051, -2.632], [0.499, -0.749, 1.620], [-0.745, -0.396, 2.436], [1.164, 2.199, -2.439], [2.033, 1.081, -1.381], [-0.380, -2.401, 0.569], [-0.823, -1.031, 3.311], [0.492, -2.217, 1.190], [-0.710, 0.642, 2.751], [0.643, 0.110, 0.501], [0.452, -2.873, 2.055]],
  "lowdin_charge": [0.142, -0.366, 0.072, -0.048, 0.070, 0.073, -0.013, 0.079, 0.077, 0.140, 0.083, -0.451, -0.060, 0.066, 0.065, 0.071, 0.074, -0.059, 0.074, -0.162, 0.075]
}


(8)
{
  "formula": "C31H43N5O9",
  "method": "wB97M-V/def2-TZVPD",
  "smiles": "O=C1OCCO1.O=C1OCCO1.O=C1OCCO1.c1ccncc1.c1ccncc1.CCCC#N.CCCC#N.CCCC#N",
  "de_lowest_ev": 0.0000,
  "charge": 0,
  "e_tot_ha": -2157.8213,
  "orbital_gap_ev": 9.7,
  "symbols": ["O", "C", "C", "H", "C", "H", "H", "O", "O", "C", "H", "H", "H", "H", "H", "H", "H", "C", "C", "H", "H", "H", "C", "H", "N", "C", "H", "H", "H", "H", "H", "N", "C", "O", "C", "H", "C", "C", "H", "H", "H", "O", "N", "H", "H", "H", "O", "H", "C", "H", "H", "C", "H", "C", "H", "H", "H", "C", "C", "H", "H", "H", "H", "H", "C", "O", "C", "H", "C", "C", "N", "N", "H", "C", "C", "C", "C", "H", "H", "C", "O", "C", "C", "C", "O", "H", "C", "C"],
  "xyz": [[-0.629, -2.673, -0.001], [-6.624, 0.141, 3.367], [6.790, 0.914, 5.391], [4.417, 2.450, -2.741], [-3.463, -8.221, -3.569], [-0.811, 7.161, -1.949], [-2.486, 5.425, -1.678], [3.006, -1.270, -3.885], [-5.159, 0.070, 1.577], [-0.895, -0.633, -0.719], [-5.958, -6.282, -1.419], [3.047, 2.104, -1.700], [-1.233, -2.465, -1.897], [2.980, -6.241, 8.802], [-3.581, 6.457, -0.635], [-6.297, -0.642, 4.051], [0.616, 2.538, -7.655], [-0.193, 4.399, -8.823], [-2.013, 9.513, -1.913], [0.959, 3.972, -5.645], [3.384, -4.314, 7.150], [4.083, 2.024, 3.758], [3.487, -6.376, 7.847], [8.008, 2.184, 6.668], [6.475, 3.273, 5.788], [-4.829, -8.318, -3.753], [-2.772, -8.759, -4.201], [-2.653, 8.683, -0.105], [1.087, -5.835, 6.783], [-3.230, 6.665, -2.437], [4.498, -6.608, 8.182], [1.737, -7.312, 4.251], [1.813, -5.510, 6.038], [-3.875, 1.923, 2.225], [-1.002, 3.242, -5.784], [5.431, -0.038, 4.053], [-1.492, 7.191, -1.098], [-5.239, -6.851, -1.991], [-1.925, -7.088, -2.574], [3.031, -7.304, 7.504], [-7.662, 0.410, 3.564], [0.953, -2.269, 1.538], [-1.867, 2.568, -5.394], [-0.012, 5.471, -8.892], [1.516, -4.611, 5.498], [-1.652, 0.151, -0.725], [4.254, -0.611, -2.199], [-0.166, -0.265, -1.440], [-4.813, 1.146, 2.409], [4.486, 0.451, -0.525], [-1.041, 8.973, 0.093], [-1.428, -1.992, -0.934], [7.360, 0.006, 5.519], [0.168, -1.910, 0.675], [-1.254, 4.269, -8.613], [1.686, 3.779, -7.970], [-2.499, -2.166, -0.826], [3.256, -5.313, 6.734], [-6.405, -0.510, 1.995], [5.713, 0.831, -1.878], [4.770, 4.049, 4.907], [4.048, -5.361, 5.986], [-0.247, 5.120, -6.243], [-0.131, 3.939, -9.809], [5.012, 2.041, 4.309], [3.117, 0.897, -3.246], [4.685, 0.620, -1.583], [-3.506, -5.919, -1.030], [3.790, 1.647, -2.353], [-1.732, 8.652, -0.686], [-2.262, 10.088, -2.898], [-5.765, -7.713, -2.936], [-0.903, 6.612, -0.387], [0.125, 4.099, -6.334], [7.111, 2.133, 6.069], [5.389, 3.165, 4.954], [3.408, -0.371, -3.162], [-7.234, -0.300, 1.319], [-6.242, -1.587, 2.034], [5.757, 0.903, 4.471], [-5.679, 1.221, 3.371], [0.648, 3.628, -7.675], [-2.983, -7.295, -2.640], [-2.851, 6.425, -1.443], [-0.223, -0.694, 0.453], [-5.108, -8.943, -4.588], [-3.853, -6.587, -1.806], [1.780, -6.468, 5.058]],
  "lowdin_charge": [0.095, -0.090, -0.063, 0.130, -0.088, 0.097, 0.060, 0.127, 0.026, -0.164, 0.088, 0.130, 0.138, 0.065, 0.072, 0.128, 0.105, -0.087, -0.199, 0.106, 0.092, 0.106, -0.114, 0.096, 0.053, -0.148, 0.099, 0.101, 0.126, 0.066, 0.067, 0.152, -0.189, 0.119, -0.209, 0.106, -0.250, -0.134, 0.100, 0.065, 0.134, 0.131, 0.121, 0.068, 0.125, 0.144, 0.077, 0.138, -0.531, 0.134, 0.108, -0.101, 0.094, -0.618, 0.060, 0.097, 0.134, -0.193, -0.124, 0.127, 0.100, 0.100, 0.113, 0.060, -0.106, 0.096, -0.052, 0.092, -0.154, -0.190, 0.121, 0.052, 0.097, -0.205, -0.139, -0.152, -0.618, 0.125, 0.127, -0.095, 0.086, -0.227, -0.087, -0.083, 0.104, 0.095, -0.068, -0.297]
}


Number 1: largest force on an atom 5.47 eV/Å. Number 2: largest force on an atom 4.86 eV/Å. Number 3: largest force on an atom 5.42 eV/Å. Number 4: largest force on an atom 4.94 eV/Å. Number 5: largest force on an atom 7.35 eV/Å. Number 6: largest force on an atom 2.86 eV/Å. Number 7: largest force on an atom 3.25 eV/Å. Number 8: largest force on an atom 6.28 eV/Å.